Record 1
{"formula": "C4H12N4O", "method": "ωB97M-V/def2-TZVPD", "elements": ["C", "C", "O", "N", "N", "C", "C", "N", "N", "H", "H", "H", "H", "H", "H", "H", "H", "H", "H", "H", "H"], "xyz": [[-1.51664, 1.31700, -1.12029], [-0.55355, 1.45618, 0.02241], [-0.61051, 2.39130, 0.81144], [0.69446, 0.65539, 0.00218], [1.78442, 1.18289, 0.79878], [0.48602, -0.78065, 0.03746], [-1.07080, -1.10392, 0.70218], [0.58493, -1.33299, -1.25498], [1.43796, -1.40927, 0.86030], [-2.50541, 1.07472, -0.73130], [-1.22751, 0.55695, -1.84553], [-1.56866, 2.27877, -1.64099], [2.34356, 1.74293, 0.14788], [1.35490, 1.91761, 1.38364], [-1.96937, -0.89518, 0.12067], [-1.11228, -0.71640, 1.72336], [-1.08946, -2.19792, 0.78233], [0.41807, -2.32310, -1.39079], [0.73394, -0.72594, -2.04949], [1.24912, -2.27482, 1.34931], [2.13679, -0.81356, 1.29143]], "mulliken_charge": [-1.06, 0.63, -0.61, 0.31, -0.76, 0.56, -1.52, -0.48, -0.42, 0.28, 0.25, 0.34, 0.23, 0.28, 0.38, 0.35, 0.45, 0.17, 0.21, 0.17, 0.25], "e_lumo_ev": 0.933, "smiles": "CC(=O)N(N)C(C)(N)N", "mol_weight_g_mol": 132.167, "e_above_lowest_ev": 2.376}

---

Record 2
{"formula": "C5H13N3O", "method": "ωB97M-V/def2-TZVPD", "elements": ["C", "C", "C", "C", "N", "N", "C", "O", "N", "H", "H", "H", "H", "H", "H", "H", "H", "H", "H", "H", "H", "H"], "xyz": [[0.28320, -1.50600, -0.14306], [1.71338, -1.24493, 0.35512], [-0.53104, -2.23788, 0.93214], [-0.36353, 3.06732, 0.86347], [-0.40419, 0.03549, -0.09186], [-1.29828, 2.23045, 0.12344], [-0.38881, -0.01274, -1.33683], [0.35854, -2.42513, -1.21654], [-0.16475, 0.46566, -2.44752], [0.77861, -2.00247, -1.98086], [-1.58239, 1.32080, 0.60015], [-1.19189, 2.34705, -0.88141], [-0.87087, 0.95656, -2.96919], [2.28702, -0.73028, -0.41679], [2.20456, -2.19218, 0.57671], [1.70705, -0.65889, 1.27214], [-0.56669, -1.66011, 1.85275], [-1.53781, -2.41802, 0.56001], [-0.06179, -3.18929, 1.16968], [0.67266, 2.70653, 0.77107], [-0.40571, 4.08753, 0.49121], [-0.63726, 3.06053, 1.91617]], "mulliken_charge": [1.01, -1.50, -1.51, -0.72, -0.35, -0.58, 0.55, -0.56, -0.63, 0.38, 0.36, 0.26, 0.30, 0.34, 0.40, 0.33, 0.35, 0.36, 0.41, 0.21, 0.32, 0.27], "e_lumo_ev": 0.632, "mol_weight_g_mol": 131.179, "e_above_lowest_ev": 4.465}

---

Record 3
{"formula": "C14H24F3N5O19", "method": "ωB97M-V/def2-TZVPD", "elements": ["C", "C", "O", "C", "O", "O", "F", "H", "H", "H", "C", "C", "O", "C", "O", "O", "F", "H", "H", "H", "C", "C", "O", "C", "O", "O", "F", "H", "H", "H", "C", "N", "O", "O", "H", "H", "H", "C", "N", "O", "O", "H", "H", "H", "C", "N", "O", "O", "H", "H", "H", "C", "N", "O", "O", "H", "H", "H", "C", "N", "O", "O", "H", "H", "H"], "xyz": [[-1.02527, -0.50991, -0.81500], [0.02585, -0.52593, 0.26113], [0.83650, 0.50369, -0.22222], [0.66010, 0.59821, -1.52844], [1.44779, 1.14914, -2.25534], [-0.36444, -0.18008, -1.96511], [0.75970, -1.64621, 0.34400], [-1.64705, 0.37065, -0.65339], [-1.72587, -1.34490, -0.80753], [-0.45372, -0.44214, 1.23637], [5.65387, 2.45702, -0.11183], [4.73346, 1.18761, -0.13882], [4.93465, 0.84142, 1.20975], [6.11933, 1.36697, 1.72387], [6.63758, 1.10990, 2.76079], [6.42851, 2.46731, 0.96444], [5.15835, 0.27952, -0.98933], [5.16106, 3.42546, -0.02588], [6.17961, 2.46419, -1.06663], [3.65348, 1.32400, -0.19480], [-1.20687, -0.81722, 4.01200], [-0.24390, 0.03652, 4.86949], [-1.06481, 1.14112, 5.10954], [-1.87053, 1.30498, 4.15252], [-2.52776, 2.29282, 3.79685], [-1.93517, 0.21208, 3.43644], [0.81185, 0.32331, 4.02393], [-1.71968, -1.36497, 4.80263], [-0.75330, -1.42113, 3.22609], [0.05414, -0.67460, 5.63993], [4.38224, 1.36847, -4.34184], [4.04749, 2.75628, -3.93244], [4.05908, 2.98046, -2.70540], [4.12267, 3.60923, -4.77984], [3.44400, 0.81373, -4.35025], [5.05562, 0.93195, -3.60420], [4.70935, 1.34246, -5.38127], [-4.78377, -1.44130, 2.92274], [-3.95308, -1.08317, 1.71391], [-4.19854, 0.07936, 1.31798], [-3.27243, -1.94254, 1.19144], [-5.81394, -1.18028, 2.68042], [-4.44219, -0.98612, 3.85238], [-4.63587, -2.51109, 3.07032], [-0.24074, 3.94228, 0.19893], [0.33691, 3.91926, 1.53247], [1.13113, 3.09759, 1.98153], [0.00142, 4.78960, 2.25642], [-0.10226, 4.97718, -0.11394], [-1.32803, 3.89771, 0.26135], [0.09130, 3.17071, -0.49572], [-0.65929, -4.05984, -2.25295], [-0.65168, -4.11063, -3.75030], [-1.56412, -4.75946, -4.17553], [0.30964, -3.69517, -4.41957], [-1.72316, -3.97226, -2.03252], [0.10500, -3.43156, -1.79554], [-0.25942, -5.04319, -2.00550], [-5.83395, -2.83663, -1.58022], [-4.55269, -2.69490, -2.37259], [-4.07115, -3.72057, -2.81914], [-4.11285, -1.59049, -2.60685], [-6.60910, -2.95843, -2.33680], [-6.09166, -1.93280, -1.02816], [-5.61327, -3.65499, -0.89488]], "mulliken_charge": [-0.51, 1.37, -0.12, 0.27, -0.52, -0.28, -0.28, 0.27, 0.24, -0.48, -0.39, 0.98, -0.38, 0.55, -0.48, -0.33, -0.28, 0.31, 0.29, -0.25, -0.61, 0.24, -0.30, 0.52, -0.59, -0.12, -0.25, 0.37, 0.35, 0.42, -0.76, 0.89, -0.51, -0.50, 0.27, 0.26, 0.34, -0.78, 1.00, -0.52, -0.53, 0.32, 0.21, 0.35, -0.57, 0.96, -0.03, -0.29, 0.34, 0.35, 0.19, -0.54, 0.91, -0.50, -0.56, 0.13, 0.20, 0.34, -0.74, 0.91, -0.50, -0.52, 0.31, 0.26, 0.30], "multiplicity": 2, "e_lumo_ev": [-7.142, -10.613], "s_squared": 0.76, "mol_weight_g_mol": 623.356, "charge": 1, "e_above_lowest_ev": 1.305}

---

Record 4
{"formula": "C5H12N2O", "method": "ωB97M-V/def2-TZVPD", "elements": ["N", "C", "C", "N", "C", "C", "C", "O", "H", "H", "H", "H", "H", "H", "H", "H", "H", "H", "H", "H"], "xyz": [[2.86356, 0.14423, 1.41735], [1.58158, -0.25332, 1.05356], [1.21257, 0.08635, -0.27013], [0.41900, -0.88880, -1.05187], [-1.04452, -1.05732, -0.91601], [-1.53543, -0.00801, 0.13007], [-1.82075, 1.33360, -0.44768], [1.60311, 1.07320, -0.87235], [3.26770, 0.78953, 0.78542], [2.97880, 0.67896, 2.37274], [1.34857, -1.34026, 1.10519], [-0.07457, -1.50250, 1.40602], [0.72246, -0.77774, -2.01354], [-1.28690, -2.12658, -0.69772], [-1.46570, -0.87533, -1.94557], [-2.43899, -0.24111, 0.70735], [-0.64623, -0.13705, 0.86564], [-2.42919, 1.23456, -1.33287], [-2.28453, 1.89823, 0.35737], [-0.97054, 1.96935, -0.65297]], "mulliken_charge": [-0.37, -0.14, 0.33, -0.08, -0.55, 0.23, -1.26, -0.53, 0.32, 0.39, 0.35, 0.10, 0.34, 0.27, 0.34, 0.38, -0.14, 0.33, 0.37, 0.31], "multiplicity": 2, "e_lumo_ev": [-8.080, -7.502], "s_squared": 1.03, "mol_weight_g_mol": 116.164, "charge": 1, "e_above_lowest_ev": 6.315}